{
  "formula": "C5H8O",
  "method": "ωB97M-V/def2-TZVPD",
  "species": ["C", "C", "C", "C", "O", "C", "H", "H", "H", "H", "H", "H", "H", "H"],
  "coordinates": [[1.577, -0.060, -0.190], [0.976, 0.121, 1.209], [0.163, 0.276, 0.000], [-0.858, 1.038, -0.528], [-2.212, -0.358, -1.111], [-1.274, -0.904, -0.382], [2.264, 0.699, -0.560], [1.840, -1.078, -0.479], [0.858, -0.776, 1.818], [1.253, 1.009, 1.776], [-1.575, 1.534, 0.119], [-0.853, 1.338, -1.569], [-1.479, -1.116, 0.687], [-0.659, -1.715, -0.829]],
  "charge": 0,
  "relative_energy_kj_mol": 536.8,
  "lumo_energy_ev": 0.223,
  "homo_energy_ev": -8.0,
  "energy_ha": -270.35345,
  "fmax_ev_per_a": 0.5
}